Arrangement 1

Density functional theory data (ωB97M-V with the def2-TZVPD basis set) for CH5N3O in the gas phase.

Bonds (Å) are listed after each position.
Element x y z (Å)
1 H 2.4360 -0.3815 -0.2749  N2 1.013
2 N 1.5710 -0.8418 -0.0191  H1 1.013, C3 1.337
3 C 0.4231 -0.1605 -0.0969  N2 1.337, N4 1.334, N5 1.373
4 N 0.3409 1.1650 -0.2257  C3 1.334, H7 0.970, H8 1.072
5 N -0.7100 -0.9051 -0.3127  C3 1.373, O6 1.346, H9 0.981
6 O -1.7971 -0.1431 -0.0935  N5 1.346, H10 0.912
7 H -0.5107 1.5320 -0.5100  N4 0.970
8 H 0.6718 1.6998 0.6421  N4 1.072
9 H -0.5634 -1.7939 0.0752  N5 0.981
10 H -1.8615 -0.1710 0.8156  O6 0.912

Results
Kohn-Sham gap in eV: 9.377
Structure (SMILES): [H]/N=C(\N)NO
E_LUMO in eV: 0.57
E_HOMO in Eh: -0.3235

For reference, the Mulliken charges in units of e are: 0.238 -0.709 0.478 -0.511 -0.197 -0.407 0.268 0.245 0.284 0.310


Arrangement 2

Density functional theory data (ωB97M-V with the def2-TZVPD basis set) for CH5N3O in the gas phase.

Bonds (Å) are listed after each position.
Element x y z (Å)
1 C 0.2174 -0.9257 0.1276  N2 1.532, N3 1.481, H6 1.140, H7 1.128
2 N -0.6392 0.0825 -0.6448  C1 1.532, N4 1.267, H8 1.048
3 N 1.4374 -0.3990 -0.5270  C1 1.481, O5 1.346
4 N -0.7478 1.2375 -0.1346  N2 1.267, H9 0.966
5 O 1.7331 0.7833 0.0438  N3 1.346, H10 0.983
6 H 0.0345 -0.6321 1.2137  C1 1.140
7 H 0.0725 -2.0145 -0.1299  C1 1.128
8 H -0.2364 0.0125 -1.6102  N2 1.048
9 H -0.8740 1.0243 0.7991  N4 0.966
10 H 0.9701 1.3773 0.2187  O5 0.983

Results
Kohn-Sham gap (spin up / spin down) in eV: 9.135 / 8.307
E_LUMO (spin up / spin down) in eV: 0.17 / 0.04
E_HOMO (spin up / spin down) in Eh: -0.3296 / -0.3037

For reference, the Mulliken charges in units of e are: -0.329 0.125 -0.328 -0.738 -0.335 0.332 0.252 0.327 0.311 0.383


Which of them is the least stable? Correct choice: arrangement 2.


Arrangement 1

Density functional theory data (ωB97M-V with the def2-TZVPD basis set) for a 6-piece molecular cluster, H13O6 overall.

Bonds (Å) are listed after each position.
Element x y z (Å)
1 O 0.6244 -0.8257 -0.5858  H2 1.002, H3 0.931, H4 1.045
2 H 0.5314 -0.2397 0.2222  O1 1.002
3 H 1.2184 -0.8847 -1.3008  O1 0.931
4 H -0.3666 -1.0437 -0.8348  O1 1.045
5 O -2.1806 -0.8337 -0.4368  H6 0.978, H7 0.960
6 H -2.3186 -1.7977 -0.3438  O5 0.978
7 H -2.2786 -0.2887 0.3472  O5 0.960
8 O -2.0216 0.8713 1.6732  H9 0.842, H10 0.904
9 H -2.2666 1.3393 2.3292  O8 0.842
10 H -1.1736 0.5753 1.7732  O8 0.904
11 O 2.1714 -0.8767 -2.8068  H12 0.947, H13 0.854
12 H 2.5644 -1.5697 -3.3188  O11 0.947
13 H 2.4034 -0.1977 -3.2708  O11 0.854
14 O 0.2284 1.9423 -0.4288  H15 1.012, H16 0.942
15 H 0.9194 2.3163 0.2092  O14 1.012
16 H -0.6416 2.1983 -0.1738  O14 0.942
17 O 0.5514 -0.1557 2.0142  H18 1.006, H19 0.914
18 H 0.8154 -0.9177 2.6152  O17 1.006
19 H 1.2194 0.3883 2.3182  O17 0.914

Results
Charge: +1
Kohn-Sham gap in eV: 12.052
E_LUMO in eV: -3.34
E_HOMO in Eh: -0.5656

For reference, the Mulliken charges in units of e are: -0.352 0.401 0.519 0.472 -0.757 0.349 0.438 -0.622 0.276 0.348 -0.563 0.288 0.241 -0.625 0.330 0.330 -0.688 0.311 0.304


Arrangement 2

Density functional theory data (ωB97M-V with the def2-TZVPD basis set) for a 6-piece molecular cluster, H13O6 overall.

Bonds (Å) are listed after each position.
Element x y z (Å)
1 O 0.2632 -1.0401 -0.3088  H2 1.024, H3 1.022, H4 1.001
2 H 0.8242 -0.2161 -0.0728  O1 1.024
3 H -0.4098 -0.9551 -1.0738  O1 1.022
4 H -0.4768 -0.9111 0.3522  O1 1.001
5 O 0.7072 1.5989 0.1312  H6 1.122, H7 0.943
6 H 0.8632 1.8779 1.2072  O5 1.122
7 H 0.4892 2.2979 -0.4638  O5 0.943
8 O -1.4088 -0.0031 -2.2838  H9 1.021, H10 0.973
9 H -1.4578 1.0089 -2.4098  O8 1.021
10 H -1.5178 0.0769 -3.2478  O8 0.973
11 O -2.0738 0.1789 0.8662  H12 0.868, H13 0.941
12 H -2.0898 0.9989 0.5812  O11 0.868
13 H -2.2388 0.2609 1.7892  O11 0.941
14 O 2.9922 0.2199 -1.3358  H15 0.937, H16 0.927
15 H 2.6642 1.0559 -1.0688  O14 0.937
16 H 3.3942 -0.1481 -0.5858  O14 0.927
17 O -0.0208 -1.9531 2.2052  H18 0.941, H19 0.995
18 H -0.2528 -1.5581 3.0272  O17 0.941
19 H -0.2498 -2.7901 2.6922  O17 0.995

Results
Charge: +1
Kohn-Sham gap in eV: 11.134
E_LUMO in eV: -3.74
E_HOMO in Eh: -0.5467

For reference, the Mulliken charges in units of e are: -0.304 0.412 0.472 0.421 -0.673 0.383 0.286 -0.598 0.298 0.288 -0.541 0.271 0.276 -0.627 0.317 0.316 -0.597 0.288 0.312


Which of them is the least stable? Correct choice: arrangement 2.


Arrangement 1

Density functional theory data (ωB97M-V with the def2-TZVPD basis set) for C22H22N2O7S in the gas phase.

Bonds (Å) are listed after each position.
Element x y z (Å)
1 C -5.8931 -4.6949 4.1995  O2 1.409, H33 1.088, H34 1.094, H35 1.094
2 O -4.8346 -3.9465 3.6481  C1 1.409, C3 1.350
3 C -4.5366 -2.7474 4.1917  O2 1.350, C4 1.386, C32 1.413
4 C -5.1853 -2.1565 5.2649  C3 1.386, C5 1.394, H36 1.078
5 C -4.7898 -0.9084 5.7444  C4 1.394, C6 1.372, H37 1.079
6 C -3.7469 -0.2271 5.1697  C5 1.372, C7 1.403, H38 1.078
7 C -3.0673 -0.7953 4.0821  C6 1.403, C8 1.424, C32 1.400
8 C -1.9721 -0.1703 3.4198  C7 1.424, C9 1.358, H39 1.082
9 C -1.3413 -0.7615 2.3722  C8 1.358, C10 1.504, C29 1.461
10 C -0.1923 -0.0154 1.7521  C9 1.504, O11 1.216, N12 1.356
11 O 0.1158 1.0836 2.1701  C10 1.216
12 N 0.4205 -0.6759 0.7390  C10 1.356, C13 1.390, H40 1.023
13 C 1.5169 -0.2821 -0.0189  N12 1.390, C14 1.395, C28 1.399
14 C 2.1858 0.9274 0.1722  C13 1.395, C15 1.383, H41 1.077
15 C 3.2701 1.2443 -0.6250  C14 1.383, C16 1.380, H42 1.077
16 C 3.6814 0.3635 -1.6042  C15 1.380, S17 1.778, C27 1.383
17 S 5.0397 0.7834 -2.6720  C16 1.778, O18 1.436, O19 1.436, N20 1.680
18 O 5.8356 1.8096 -2.0596  S17 1.436
19 O 5.6836 -0.4197 -3.1197  S17 1.436
20 N 4.2523 1.3933 -4.0247  S17 1.680, C21 1.446, H43 1.006
21 C 4.0350 2.8210 -4.0880  N20 1.446, C22 1.538, H44 1.093, H45 1.093
22 C 2.5403 3.1806 -4.0457  C21 1.538, C23 1.536, O26 1.422, H46 1.101
23 C 1.7190 2.5045 -5.1533  C22 1.536, C24 1.526, H47 1.088, H48 1.090
24 C 0.3897 2.2263 -4.4575  C23 1.526, C25 1.527, H49 1.087, H50 1.091
25 C 0.8711 1.9185 -3.0418  C24 1.527, O26 1.415, H51 1.092, H52 1.099
26 O 1.9568 2.7946 -2.8075  C22 1.422, C25 1.415
27 C 3.0323 -0.8408 -1.8047  C16 1.383, C28 1.380, H53 1.078
28 C 1.9521 -1.1678 -1.0106  C13 1.399, C27 1.380, H54 1.080
29 C -1.7928 -2.0697 1.9036  C9 1.461, O30 1.216, O31 1.352
30 O -1.3130 -2.6964 0.9784  C29 1.216
31 O -2.8366 -2.6336 2.5527  C29 1.352, C32 1.351
32 C -3.4623 -2.0484 3.5977  C3 1.413, C7 1.400, O31 1.351
33 H -5.9421 -5.6074 3.6083  C1 1.088
34 H -5.7006 -4.9506 5.2460  C1 1.094
35 H -6.8450 -4.1607 4.1216  C1 1.094
36 H -6.0090 -2.6601 5.7441  C4 1.078
37 H -5.3197 -0.4816 6.5818  C5 1.079
38 H -3.4360 0.7379 5.5362  C6 1.078
39 H -1.6247 0.7985 3.7524  C8 1.082
40 H 0.0237 -1.5888 0.5049  N12 1.023
41 H 1.8500 1.6059 0.9382  C14 1.077
42 H 3.8065 2.1693 -0.4954  C15 1.077
43 H 4.6192 0.9656 -4.8581  N20 1.006
44 H 4.4747 3.2497 -4.9926  C21 1.093
45 H 4.5260 3.2636 -3.2171  C21 1.093
46 H 2.4642 4.2766 -4.1150  C22 1.101
47 H 1.6211 3.1356 -6.0336  C23 1.088
48 H 2.1975 1.5653 -5.4310  C23 1.090
49 H -0.1630 1.4009 -4.8993  C24 1.087
50 H -0.2359 3.1198 -4.4579  C24 1.091
51 H 0.1229 2.1041 -2.2687  C25 1.092
52 H 1.2079 0.8749 -2.9701  C25 1.099
53 H 3.3948 -1.5062 -2.5718  C27 1.078
54 H 1.4338 -2.1057 -1.1481  C28 1.080

Results
Kohn-Sham gap in eV: 7.780
Structure (SMILES): COc1cccc2cc(C(=O)Nc3ccc(S(=O)(=O)NC[C@H]4CCCO4)cc3)c(=O)oc12
E_LUMO in eV: -0.82
E_HOMO in Eh: -0.3159

For reference, the Mulliken charges in units of e are: -0.949 -0.371 0.852 -0.347 -0.928 -0.903 0.899 -0.430 -0.360 0.571 -0.723 0.061 0.595 -0.463 -0.524 0.179 1.339 -0.704 -0.756 -0.179 -1.054 0.199 -0.775 -0.633 -0.170 -0.360 -0.837 -0.873 0.845 -0.808 -0.347 -0.077 0.232 0.377 0.376 0.409 0.393 0.453 0.567 0.211 0.531 0.481 0.318 0.415 0.420 0.324 0.418 0.253 0.358 0.279 0.353 0.018 0.431 0.412


Arrangement 2

Density functional theory data (ωB97M-V with the def2-TZVPD basis set) for C22H22N2O7S in the gas phase.

Bonds (Å) are listed after each position.
Element x y z (Å)
1 C -2.3472 -3.9935 -0.7823  O2 1.412, H33 1.094, H34 1.089, H35 1.094
2 O -1.3483 -3.8866 0.2101  C1 1.412, C3 1.355
3 C -0.2153 -3.1998 -0.0720  O2 1.355, C4 1.394, C32 1.399
4 C 0.0261 -2.5199 -1.2646  C3 1.394, C5 1.384, H36 1.078
5 C 1.2206 -1.8421 -1.4398  C4 1.384, C6 1.379, H37 1.079
6 C 2.1692 -1.8478 -0.4391  C5 1.379, S7 1.788, C31 1.383
7 S 3.7016 -0.9583 -0.6822  C6 1.788, O8 1.431, O9 1.434, N10 1.658
8 O 4.1734 -1.2295 -2.0061  S7 1.431
9 O 4.5628 -1.2042 0.4380  S7 1.434
10 N 3.3264 0.6562 -0.6377  S7 1.658, C11 1.441, H38 1.010
11 C 3.0498 1.2567 0.6431  N10 1.441, C12 1.543, C26 1.501, H39 1.096
12 C 2.8781 2.7801 0.4640  C11 1.543, C13 1.519, H40 1.090, H41 1.090
13 C 1.6812 3.0494 -0.4323  C12 1.519, O14 1.215, N15 1.350
14 O 1.7213 2.8757 -1.6345  C13 1.215
15 N 0.5808 3.5077 0.2014  C13 1.350, C16 1.454, H42 1.007
16 C -0.6577 3.7589 -0.5175  N15 1.454, C17 1.508, H43 1.092, H44 1.093
17 C -1.4966 2.5125 -0.6521  C16 1.508, C18 1.387, C22 1.397
18 C -1.2046 1.6044 -1.6593  C17 1.387, C19 1.391, H45 1.078
19 C -1.9229 0.4232 -1.8136  C18 1.391, C20 1.373, H46 1.076
20 C -2.9376 0.1893 -0.9184  C19 1.373, C21 1.395, O25 1.374
21 C -3.2376 1.0963 0.0984  C20 1.395, C22 1.373, O23 1.370
22 C -2.5308 2.2633 0.2542  C17 1.397, C21 1.373, H47 1.078
23 O -4.2812 0.6155 0.8455  C21 1.370, C24 1.410
24 C -4.6350 -0.6212 0.2672  O23 1.410, O25 1.413, H48 1.101, H49 1.102
25 O -3.7865 -0.8871 -0.8305  C20 1.374, C24 1.413
26 C 1.8543 0.6636 1.3298  C11 1.501, C27 1.364, O30 1.352
27 C 1.6823 0.2523 2.6189  C26 1.364, C28 1.417, H50 1.070
28 C 0.3519 -0.2258 2.7088  C27 1.417, C29 1.358, H51 1.070
29 C -0.1824 -0.0715 1.4698  C28 1.358, O30 1.344, H52 1.070
30 O 0.7136 0.4731 0.6287  C26 1.352, C29 1.344
31 C 1.9494 -2.5288 0.7442  C6 1.383, C32 1.378, H53 1.078
32 C 0.7601 -3.1994 0.9313  C3 1.399, C31 1.378, H54 1.078
33 H -2.7761 -3.0187 -1.0316  C1 1.094
34 H -3.1201 -4.6264 -0.3490  C1 1.089
35 H -1.9592 -4.4688 -1.6878  C1 1.094
36 H -0.7059 -2.5179 -2.0555  C4 1.078
37 H 1.4298 -1.3169 -2.3583  C5 1.079
38 H 2.7557 0.9977 -1.3985  N10 1.010
39 H 3.9241 1.0534 1.2718  C11 1.096
40 H 2.7660 3.2537 1.4390  C12 1.090
41 H 3.7695 3.1630 -0.0329  C12 1.090
42 H 0.5358 3.4719 1.2070  N15 1.007
43 H -1.2061 4.5416 0.0101  C16 1.092
44 H -0.3713 4.1161 -1.5097  C16 1.093
45 H -0.3931 1.8212 -2.3351  C18 1.078
46 H -1.6993 -0.2723 -2.6038  C19 1.076
47 H -2.7745 2.9556 1.0432  C22 1.078
48 H -5.6805 -0.5826 -0.0775  C24 1.101
49 H -4.5284 -1.4227 1.0155  C24 1.102
50 H 2.4138 0.2792 3.3995  C27 1.070
51 H -0.1305 -0.6301 3.5742  C28 1.070
52 H -1.1467 -0.3019 1.0676  C29 1.070
53 H 2.7210 -2.5202 1.4973  C31 1.078
54 H 0.5568 -3.7377 1.8430  C32 1.078

Results
Kohn-Sham gap in eV: 8.964
Structure (SMILES): COc1ccc(S(=O)(=O)N[C@@H](CC(=O)NCc2ccc3c(c2)OCO3)c2ccco2)cc1
E_LUMO in eV: 0.53
E_HOMO in Eh: -0.3098

For reference, the Mulliken charges in units of e are: -0.706 -0.433 0.549 -0.257 -0.434 -0.522 1.358 -0.737 -0.725 -0.253 -0.245 -1.269 0.498 -0.670 -0.081 -1.615 0.637 -0.537 -0.620 1.016 0.698 -0.975 -0.513 -0.451 -0.532 0.135 -1.002 -1.002 -0.579 0.888 -0.225 -0.745 0.174 0.253 0.383 0.470 0.431 0.360 0.662 0.409 0.467 0.266 0.518 0.356 0.418 0.534 0.423 0.297 0.321 0.549 0.506 0.547 0.540 0.467


Which of them is the least stable? Correct choice: arrangement 2.